C46H30F8IN2O4PS5W as an isolated structure. Source: the OMol25 dataset; level of theory: ωB97M-V with the def2-TZVPD basis set.

Atoms and positions in Å:
W  -0.46391  -0.17673  -0.04747
C  -4.82145  1.43738  3.24589
C  -3.48166  1.85734  2.68013
O  -3.43778  1.40305  1.31389
P  -2.36702  1.98890  0.27985
S  -0.56447  2.12369  1.16778
S  -2.71073  0.92243  -1.38010
O  -2.75100  3.54151  0.08748
C  -3.84244  3.96690  -0.74147
C  -5.19071  3.62280  -0.13305
H  -4.94307  1.84093  4.25129
H  -4.87177  0.34913  3.28653
H  -5.63280  1.80112  2.61308
H  -2.65700  1.38925  3.21838
H  -3.35412  2.94411  2.71075
H  -3.74254  3.50184  -1.72563
H  -3.70150  5.04338  -0.83768
H  -5.27868  2.54152  -0.03908
H  -6.00209  3.98168  -0.76720
H  -5.28249  4.06819  0.85809
S  3.58789  0.26388  4.55752
C  4.09509  -0.30928  6.09208
C  4.00094  -1.66164  6.18491
C  3.51604  -2.25212  4.99198
C  3.22405  -1.33865  4.01873
C  2.70403  -1.61450  2.67972
C  1.77520  -0.77890  2.06445
N  1.20499  -1.06637  0.86768
C  1.69487  -2.17412  0.20495
C  2.67830  -3.02758  0.72839
C  3.13285  -4.11000  -0.08289
C  2.65893  -4.31080  -1.33996
C  1.66374  -3.45785  -1.88952
C  1.15488  -3.54832  -3.19115
C  0.20517  -2.63930  -3.62820
C  -0.29460  -1.70186  -2.71096
N  0.15722  -1.60215  -1.47121
C  1.16667  -2.42316  -1.07492
C  -0.29535  -2.63272  -4.99802
C  -1.01887  -1.66075  -5.63096
C  -1.34318  -1.98573  -6.97067
C  -0.85282  -3.19390  -7.35115
S  0.00995  -3.95690  -6.07863
C  3.14515  -2.76015  2.01798
H  4.43392  0.39105  6.83779
H  4.25569  -2.22519  7.07007
H  3.36306  -3.31440  4.86876
H  1.44857  0.13808  2.53610
H  3.89408  -4.76146  0.32800
H  3.03606  -5.12590  -1.94500
H  1.52418  -4.32269  -3.85217
H  -1.10200  -1.03176  -2.97469
H  -1.28190  -0.72107  -5.16591
H  -1.92260  -1.34709  -7.62049
H  -0.94891  -3.69610  -8.29931
H  3.87309  -3.41237  2.48065
F  -8.79610  -4.42632  1.87767
C  -8.18331  -3.48577  2.64250
F  -8.15359  -3.99410  3.89412
F  -9.02503  -2.43135  2.67468
C  -6.82432  -3.12849  2.13879
C  -6.64273  -1.99198  1.35818
C  -5.37912  -1.66565  0.90798
C  -4.27695  -2.46371  1.24672
C  -4.47482  -3.60623  2.02885
C  -5.74193  -3.93700  2.46844
C  -2.99182  -2.04035  0.82446
C  -1.91688  -1.55224  0.51829
H  -7.48937  -1.36189  1.12188
H  -5.21179  -0.78404  0.30317
H  -3.62237  -4.20683  2.31388
H  -5.89710  -4.81490  3.08165
F  1.11429  0.30289  8.61576
C  0.60375  0.05647  7.39487
C  0.17033  -1.21159  7.05139
F  0.26863  -2.20434  7.95297
C  -0.35084  -1.45548  5.79835
F  -0.74479  -2.70566  5.52876
C  -0.47990  -0.45901  4.81137
S  -1.20864  -0.81503  3.28457
C  -0.01955  0.80687  5.20695
F  -0.09052  1.84255  4.35830
C  0.50460  1.06548  6.45839
F  0.92731  2.30237  6.77216
I  7.23756  0.15292  -2.19594
C  5.15728  0.48032  -2.30902
C  4.53923  0.46642  -3.54878
C  3.16872  0.65819  -3.61584
C  2.42958  0.86978  -2.45759
C  3.07330  0.88982  -1.22339
C  4.44280  0.68982  -1.14132
C  0.93804  1.07977  -2.54897
O  0.39102  1.25218  -3.62406
O  0.33266  1.05239  -1.40089
H  5.11515  0.31938  -4.45193
H  2.64841  0.64470  -4.56453
H  2.50254  1.08330  -0.32530
H  4.94534  0.70286  -0.18388

Forces on atoms 1 to 2 (eV/Å):
-0.37 0.07 0.20
0.18 -0.04 -0.17

## Properties
Charge: -1
2S+1: 4
Gap between HOMO and LUMO (alpha / beta) (eV): 4.775 / 4.850

---

A 2-piece molecular cluster, C4H13NO2 overall. Source: the OMol25 dataset; level of theory: ωB97M-V with the def2-TZVPD basis set.

Atoms and positions in Å:
C  -0.68273  -0.48415  -1.40787
C  -1.01257  0.50282  -0.31321
C  -2.35817  0.13205  0.32468
N  0.08953  0.69911  0.62655
C  0.81233  -0.48444  1.06122
O  1.69503  -0.11811  2.09022
H  -0.59976  -1.50518  -1.00806
H  0.30593  -0.28556  -1.82985
H  -1.45081  -0.46755  -2.17983
H  -1.19203  1.48019  -0.78225
H  -2.69490  0.87067  1.06179
H  -2.25731  -0.77984  0.89826
H  -3.06383  0.12801  -0.49708
H  -0.23523  1.21141  1.43630
H  1.34604  -0.92022  0.21456
H  0.09862  -1.21398  1.46882
H  2.02082  0.76803  1.86355
O  3.27372  -0.09249  -1.24353
H  2.50892  0.45188  -1.47578
H  3.39638  0.10734  -0.30848

Forces on atoms 1 to 2 (eV/Å):
0.65 -0.52 0.19
-0.57 0.74 0.09

## Properties
Structure (SMILES): CC(C)NCO.O
Gap between HOMO and LUMO (eV): 9.894

---

A 2-piece molecular cluster, C6H6O overall. Source: the OMol25 dataset; level of theory: ωB97M-V with the def2-TZVPD basis set.

Atoms and positions in Å:
C  -1.02929  -0.43979  -2.16495
C  -0.65388  0.22457  -1.28773
C  0.89375  -1.80883  0.29641
C  0.96395  -0.70004  0.93976
C  -0.59941  1.84016  0.78621
C  -0.14054  0.74801  -0.09512
O  0.59363  1.87380  0.03733
H  -1.58961  -1.09324  -2.82282
H  1.62178  -2.61641  0.57172
H  0.39171  -1.81800  -0.67291
H  1.32522  -0.36884  1.93322
H  -1.35287  2.53367  0.59822
H  -0.42443  1.62494  1.88066

Forces on atoms 1 to 2 (eV/Å):
-2.43 -3.21 -3.68
1.44 2.25 2.94

## Properties
Gap between HOMO and LUMO (eV): 10.087

---

C3HF2NO in the gas phase. Source: the OMol25 dataset; level of theory: ωB97M-V with the def2-TZVPD basis set.

Atoms and positions in Å:
F  -0.31351  -1.13199  -1.93995
C  -0.06852  -0.49249  -0.84825
N  -0.70370  -0.97624  0.28838
C  -0.24001  -0.21204  1.22971
O  0.20632  0.88027  0.76019
C  0.52225  0.71155  -0.59472
F  1.26296  1.66359  -1.19637
H  -0.66579  -0.44265  2.30101

Forces on atoms 1 to 2 (eV/Å):
0.39 -0.41 -1.62
-1.18 1.00 1.01

## Properties
Structure (SMILES): Fc1ncoc1F
Gap between HOMO and LUMO (eV): 10.498

---

A 2-piece molecular cluster, C5H10O2 overall. Source: the OMol25 dataset; level of theory: ωB97M-V with the def2-TZVPD basis set.

Atoms and positions in Å:
C  -1.78230  -1.15888  2.49653
C  -0.82874  -0.52706  1.53427
C  0.32585  -1.09842  1.15621
C  1.15581  -0.48913  0.09535
C  0.67571  -0.32692  -1.13086
O  1.49402  0.13123  -2.15286
H  -2.51014  -1.80530  1.99831
H  -1.27032  -1.75045  3.25914
H  -2.34293  -0.42750  3.08608
H  -1.15315  0.33871  0.96355
H  0.69336  -1.89590  1.78072
H  2.21252  -0.27554  0.24570
H  -0.33107  -0.47037  -1.49063
H  1.63720  1.08554  -2.19213
O  -0.57381  2.48280  -1.56880
H  -0.19502  2.87078  -2.36550
H  -1.18487  3.16607  -1.26954

Forces on atoms 1 to 2 (eV/Å):
-0.12 0.21 0.79
0.16 -0.84 -0.81

## Properties
Structure (SMILES): C/C=C/C=C/O.O
Gap between HOMO and LUMO (eV): 8.974

---

C3H11N3OS as an isolated structure. Source: the OMol25 dataset; level of theory: ωB97M-V with the def2-TZVPD basis set.

Atoms and positions in Å:
C  1.80821  1.01664  -0.02334
C  -0.52000  1.66202  0.20307
C  -0.95889  -1.11419  -1.78307
N  -1.16042  -1.12471  0.85820
N  -1.09140  -1.26589  2.18314
N  0.41577  0.66847  -0.31092
O  1.96005  -1.71958  -1.03768
S  -0.04012  -0.92118  -0.30732
H  1.80871  2.05049  0.02572
H  2.24781  0.55573  0.89449
H  2.53489  0.64205  -0.76190
H  -1.57232  1.39440  -0.10275
H  -0.37470  1.66462  1.26548
H  -0.21684  2.59501  -0.15363
H  -1.61923  -0.21895  -2.04952
H  -0.08779  -1.18256  -2.51642
H  -1.60782  -2.03699  -1.75980
H  -0.89320  -2.17841  2.61572
H  -0.63268  -0.48696  2.76052

Forces on atoms 1 to 2 (eV/Å):
1.19 -2.77 0.05
-1.17 -2.23 -0.02

## Properties
Gap between HOMO and LUMO (alpha / beta) (eV): 7.254 / 7.277

---

In order of appearance, maximum force = 1.5, 1.0, 5.5, 6.1, 1.8, 4.1 eV/A.